Formula: C37H45As2GeN2O4STc
Source: the Open Molecules 2025 dataset
Level of theory: ωB97M-V/def2-TZVPD

Calculated values
HOMO level (Ha): -0.4982
Spin multiplicity: 1
LUMO (eV): -6.7283
Total charge: +2
Frontier orbital gap (eV): 6.83

Each line ends with the Löwdin charge.
Element x y z (Å)
Tc: -1.2032 0.2573 -0.7364  1.298
N: -0.8937 -1.8091 -1.4431  -0.028
C: -1.8817 -2.7383 -0.8231  -0.100
C: -3.0607 -1.9767 -0.2914  -0.497
O: -4.1423 -2.4914 -0.1624  0.113
N: -2.7757 -0.6590 0.0581  -0.117
C: -3.9115 0.1725 0.4344  -0.091
C: -3.8531 1.4170 -0.4018  -0.558
O: -4.6074 2.3403 -0.3605  0.140
O: -2.7782 1.3965 -1.2386  -0.356
H: -1.0800 -1.7599 -2.4426  0.092
H: 0.0480 -2.1912 -1.3734  0.055
H: -1.4151 -3.2442 0.0159  0.088
H: -2.2256 -3.4972 -1.5195  0.146
H: -3.8592 0.4673 1.4834  0.136
H: -4.8508 -0.3492 0.2720  0.140
C: -1.5313 4.0631 -1.2107  -0.212
As: -0.8636 2.6679 -0.0787  1.168
C: 0.9626 3.2643 0.1822  -0.218
C: -1.7390 2.9461 1.6022  -0.376
C: -2.7430 3.8907 1.7715  -0.069
C: -3.3591 4.0288 3.0083  -0.025
C: -2.9738 3.2273 4.0734  -0.034
C: -1.9853 2.2667 3.9031  -0.080
C: -1.3801 2.1182 2.6612  -0.363
As: 0.0063 0.8090 2.4510  1.179
C: -0.4624 -0.6003 3.6631  -0.184
C: 1.5432 1.6414 3.2822  -0.167
H: -2.6041 3.9722 -1.3491  0.042
H: -1.0194 3.9938 -2.1657  0.028
H: -1.2806 5.0110 -0.7420  0.059
H: 0.9597 4.1621 0.7941  0.056
H: 1.3745 3.4916 -0.7994  0.049
H: 1.5752 2.4933 0.6364  -0.008
H: -3.0605 4.5083 0.9429  0.108
H: -4.1417 4.7658 3.1369  0.126
H: -3.4483 3.3405 5.0402  0.124
H: -1.6997 1.6516 4.7446  0.103
H: -0.5567 -0.1847 4.6612  0.054
H: 0.3389 -1.3311 3.6664  0.007
H: -1.4034 -1.0484 3.3556  0.060
H: 2.0413 0.8962 3.8968  0.044
H: 1.1351 2.4408 3.8946  0.058
H: 2.2460 2.0401 2.5610  0.029
O: -0.5024 1.1175 -2.6332  -0.675
S: -1.5773 0.7520 -3.7084  1.008
C: -0.6577 0.2977 -5.2141  -0.282
C: -0.7712 1.4731 -6.1864  -0.206
C: -2.1418 2.0968 -5.9184  -0.209
C: -2.1928 2.3004 -4.4068  -0.291
H: -1.1408 -0.6000 -5.6022  0.101
H: 0.3558 0.0533 -4.8955  0.094
H: -0.6548 1.1419 -7.2164  0.128
H: 0.0132 2.2043 -5.9815  0.124
H: -2.9402 1.4249 -6.2418  0.127
H: -2.2790 3.0438 -6.4371  0.131
H: -3.1731 2.5162 -3.9860  0.106
H: -1.4665 3.0473 -4.0824  0.093
C: 0.0476 -0.0075 0.6961  -0.572
Ge: 1.4388 -1.4868 0.7266  0.913
C: 2.6673 -1.1001 2.1727  -0.330
C: 3.6189 -0.0970 1.9702  -0.144
C: 4.6065 0.1361 2.9169  -0.066
C: 4.6616 -0.6447 4.0677  -0.053
C: 3.7367 -1.6625 4.2649  -0.055
C: 2.7435 -1.8902 3.3191  -0.112
C: 0.7411 -3.2898 0.8286  -0.314
C: -0.0994 -3.7393 1.8497  -0.123
C: -0.5701 -5.0458 1.8530  -0.054
C: -0.2068 -5.9192 0.8346  -0.048
C: 0.6389 -5.4882 -0.1787  -0.048
C: 1.1127 -4.1812 -0.1811  -0.115
C: 2.5421 -1.3193 -0.8796  -0.304
C: 2.3433 -0.3807 -1.8886  -0.123
C: 3.2518 -0.2549 -2.9364  -0.074
C: 4.3736 -1.0685 -2.9828  -0.061
C: 4.5920 -2.0046 -1.9783  -0.053
C: 3.6879 -2.1245 -0.9323  -0.109
H: 3.6079 0.4909 1.0566  0.109
H: 5.3430 0.9147 2.7539  0.117
H: 5.4383 -0.4714 4.8018  0.117
H: 3.7977 -2.2919 5.1448  0.116
H: 2.0417 -2.7045 3.4730  0.099
H: -0.4138 -3.0761 2.6437  0.080
H: -1.2217 -5.3840 2.6494  0.118
H: -0.5814 -6.9351 0.8327  0.119
H: 0.9337 -6.1719 -0.9654  0.117
H: 1.7797 -3.8639 -0.9749  0.093
H: 1.4977 0.2836 -1.8553  0.043
H: 3.0954 0.4934 -3.7053  0.106
H: 5.0865 -0.9653 -3.7926  0.115
H: 5.4735 -2.6338 -2.0057  0.117
H: 3.8820 -2.8462 -0.1435  0.115

=====

Formula: C37H45GeN6O4PS3Ta
Source: the Open Molecules 2025 dataset
Level of theory: ωB97M-V/def2-TZVPD

Calculated values
Energy above the lowest of the compared OMol25 structures with the same formula, charge and spin (kJ/mol): 14.2
HOMO level (spin up / spin down) (Ha): -0.3110 / -0.3134
Expectation value of S²: 0.754
Spin multiplicity: 2
LUMO (spin up / spin down) (eV): -0.7513 / -2.9278
Total charge: 0
Frontier orbital gap (spin up / spin down) (eV): 7.71 / 5.60

Each line ends with the Löwdin charge.
Element x y z (Å)
Ta: 0.8888 1.9180 0.7538  1.182
S: -0.9846 3.2640 1.6116  0.610
C: -0.8654 3.5030 3.2990  -0.741
C: -1.9548 4.0797 4.0905  -0.254
N: -2.8021 4.4285 4.7547  0.176
C: 0.2929 3.2425 3.9421  -0.675
S: 1.6759 2.7184 2.9851  0.634
C: 0.4269 3.6298 5.3963  -0.229
N: 0.5343 3.8455 6.5084  0.162
N: 0.4124 0.1277 0.6696  -0.320
P: 0.6254 -1.3571 1.1513  0.601
N: -0.0855 -1.8057 2.5367  -0.191
C: -1.4474 -1.3714 2.8433  -0.181
C: -2.4662 -2.5286 2.9189  -0.174
C: -1.9983 -3.4940 4.0025  -0.211
C: -0.5880 -3.9845 3.6766  -0.184
C: 0.3695 -2.8324 3.4886  -0.211
N: 0.0690 -2.3607 -0.0283  -0.183
C: -0.2883 -1.9360 -1.3448  -0.214
C: -1.3961 -2.7857 -2.0314  -0.144
C: -1.2344 -4.2292 -1.6114  -0.201
C: 0.1710 -4.5338 -1.1542  -0.172
C: 0.4275 -3.7705 0.1386  -0.208
N: 2.2423 -1.6646 1.3620  -0.179
C: 3.1096 -1.9290 0.1870  -0.207
C: 4.2381 -2.8851 0.4287  -0.172
C: 4.8566 -2.6757 1.8188  -0.184
C: 4.4704 -1.3424 2.4753  -0.159
C: 2.9448 -1.0173 2.5272  -0.157
H: -1.7118 -0.5998 2.1490  0.077
H: -1.3661 -0.8839 3.8394  0.137
H: -2.5538 -3.0124 1.9313  0.113
H: -3.4652 -2.1525 3.2047  0.118
H: -2.6847 -4.3218 4.0556  0.103
H: -2.1045 -2.9432 4.9367  0.116
H: -0.6122 -4.6309 2.7331  0.114
H: -0.2077 -4.6345 4.5259  0.134
H: 1.3470 -3.2327 3.1856  0.114
H: 0.4868 -2.3081 4.4357  0.123
H: 0.5526 -1.7764 -2.0277  0.121
H: -0.6940 -0.9519 -1.1782  0.067
H: -1.2235 -2.6656 -3.0835  0.092
H: -2.4083 -2.3803 -1.8868  0.115
H: -1.5059 -4.9443 -2.4098  0.117
H: -1.8996 -4.5254 -0.8086  0.106
H: 0.9348 -4.2092 -1.8422  0.110
H: 0.3825 -5.6032 -0.8781  0.137
H: 1.4762 -3.8342 0.4044  0.088
H: -0.0675 -4.2289 0.9853  0.084
H: 3.5136 -0.9674 -0.1077  0.109
H: 2.5238 -2.2443 -0.6522  0.099
H: 5.0065 -2.6282 -0.3044  0.118
H: 3.8396 -3.8888 0.2189  0.108
H: 5.9478 -2.6204 1.7363  0.107
H: 4.6073 -3.5372 2.4765  0.114
H: 5.0497 -0.5860 1.9493  0.110
H: 4.9037 -1.2655 3.4632  0.108
H: 2.8125 0.0663 2.5378  0.051
H: 2.5392 -1.3829 3.4569  0.090
C: 0.1419 -0.3907 -5.5739  -0.086
C: -1.1196 -0.2412 -5.0212  -0.095
C: -1.3341 0.6008 -3.9094  -0.109
C: -0.2771 1.3318 -3.3689  -0.257
C: 0.9738 1.2172 -3.9556  -0.129
C: 1.1978 0.3838 -5.0296  -0.076
Ge: -0.7429 2.4344 -1.6895  1.085
C: -2.6072 1.9389 -1.2324  -0.357
C: -3.6523 2.5128 -1.9721  -0.097
C: -4.9850 2.1566 -1.7253  -0.077
C: -5.2846 1.2557 -0.6984  -0.065
C: -4.2044 0.6720 0.0286  -0.052
C: -2.8737 0.9845 -0.3081  -0.174
C: -0.5125 4.3299 -2.2487  -0.299
C: 0.2587 4.7790 -3.3082  -0.108
C: 0.4302 6.1210 -3.5622  -0.076
C: -0.2051 7.0964 -2.7656  -0.074
C: -0.9927 6.6689 -1.7145  -0.075
C: -1.1294 5.2963 -1.4748  -0.129
H: 0.2966 -1.0315 -6.4605  0.109
H: -1.9532 -0.8086 -5.4560  0.107
H: -2.2725 0.6350 -3.4161  0.072
H: 1.7243 1.9039 -3.5775  0.083
H: 2.1887 0.3869 -5.5522  0.120
H: -3.4161 3.2641 -2.7141  0.105
H: -5.8002 2.6112 -2.2800  0.104
H: -6.3272 0.9990 -0.4365  0.109
H: -4.2898 -0.1259 0.7718  0.098
H: -2.0499 0.5147 0.2271  0.041
H: 0.8317 4.1032 -3.9609  0.106
H: 1.0885 6.4815 -4.3522  0.106
H: -0.1699 8.1521 -2.9715  0.100
H: -1.4439 7.4304 -1.0867  0.106
H: -1.6955 4.9726 -0.6093  0.062
O: 3.8851 3.7013 -0.4441  -0.238
S: 3.2008 2.4502 -0.6561  0.455
O: 3.5393 1.5652 -1.7199  -0.264
O: 1.6326 2.6118 -0.9209  -0.591
O: 2.8860 1.6748 0.7027  -0.556

=====

- What is the formula in the second record?
  C37H45GeN6O4PS3Ta